Record 1
Molecular formula: C35H57BN5O3SSi2Zr
Method: DFT, ωB97M-V/def2-TZVPD

ORCA input file:
```
! wB97M-V def2-TZVPD RIJCOSX def2/J DEFGRID3
* xyz 1 1
Zr 1.567 -0.254 -0.264
C 2.956 -0.277 -3.194
Si 4.393 -0.203 -1.992
C 5.329 -1.821 -2.081
C 5.494 1.240 -2.438
N 3.606 0.000 -0.451
C 4.203 -0.078 0.826
C 5.582 -0.110 1.008
C 6.143 -0.196 2.276
C 5.319 -0.257 3.383
C 3.939 -0.226 3.219
C 3.354 -0.129 1.962
N 1.932 -0.083 1.770
Si 0.845 -0.111 3.151
C 1.050 -1.704 4.130
C 1.062 1.402 4.232
C -0.906 -0.042 2.490
H 3.334 -0.418 -4.210
H 2.371 0.645 -3.198
H 2.262 -1.109 -3.020
H 5.733 -1.962 -3.087
H 4.663 -2.661 -1.870
H 6.161 -1.875 -1.379
H 6.002 1.058 -3.388
H 6.260 1.432 -1.685
H 4.902 2.152 -2.548
H 6.231 -0.062 0.143
H 7.219 -0.216 2.388
H 5.738 -0.327 4.378
H 3.316 -0.280 4.101
H 1.652 -1.576 5.030
H 1.530 -2.478 3.525
H 0.073 -2.081 4.446
H 2.011 1.431 4.767
H 0.262 1.431 4.977
H 0.986 2.314 3.634
H -1.171 -0.842 1.796
H -1.113 0.907 1.990
H -1.585 -0.121 3.344
C -1.154 3.804 -1.435
N 0.128 3.346 -1.970
C 0.036 2.397 -3.066
C 1.135 3.176 -1.031
N 1.564 2.003 -0.630
N 1.645 4.309 -0.512
C 1.449 5.626 -1.103
C 2.509 4.244 0.659
H -1.701 2.990 -0.945
H -1.762 4.190 -2.252
H -0.999 4.607 -0.718
H -0.712 2.766 -3.765
H -0.248 1.390 -2.762
H 0.989 2.348 -3.591
H 2.470 2.100 -0.173
H 0.972 5.525 -2.071
H 2.418 6.110 -1.229
H 0.832 6.252 -0.455
H 3.527 3.936 0.400
H 2.104 3.546 1.392
H 2.557 5.232 1.111
C -4.332 -3.886 0.123
C -2.857 -3.907 -0.153
C -1.958 -3.440 0.809
C -0.602 -3.389 0.553
C -0.139 -3.801 -0.692
C -1.004 -4.276 -1.662
C -2.360 -4.342 -1.377
S 1.560 -3.566 -1.122
C 2.329 -4.931 -0.268
O 2.024 -2.381 -0.261
H -4.550 -4.248 1.128
H -4.881 -4.498 -0.591
H -4.707 -2.862 0.048
H -2.332 -3.103 1.769
H 0.089 -3.012 1.299
H -0.636 -4.553 -2.643
H -3.045 -4.705 -2.133
H 2.081 -4.858 0.790
H 3.403 -4.852 -0.424
H 1.949 -5.858 -0.695
C -5.845 0.296 1.728
C -5.920 0.786 0.275
C -7.266 0.360 -0.308
C -5.845 2.319 0.249
C -4.739 0.211 -0.509
C -4.905 -0.604 -1.629
C -3.830 -1.142 -2.341
C -2.571 -0.833 -1.891
O -1.347 -1.241 -2.378
B -0.381 -0.674 -1.559
O -1.031 0.131 -0.575
C -2.392 -0.015 -0.791
C -3.439 0.517 -0.081
H -6.685 0.692 2.303
H -4.926 0.620 2.218
H -5.886 -0.794 1.773
H -8.071 0.792 0.287
H -7.391 -0.725 -0.293
H -7.392 0.708 -1.335
H -6.680 2.746 0.809
H -5.895 2.694 -0.775
H -4.922 2.686 0.700
H -5.903 -0.838 -1.970
H -3.983 -1.773 -3.206
H -3.257 1.141 0.784
*
```

Results
**Gap between HOMO and LUMO**: 7.502 eV
**HOMO**: -9.5 eV
**Energy above the lowest of the compared OMol25 structures with the same formula, charge and spin**: 0.00 kcal per mole


Record 2
Molecular formula: C35H57FeN4O2Si3Te
Method: DFT, ωB97M-V/def2-TZVPD

ORCA input file:
```
! wB97M-V def2-TZVPD RIJCOSX def2/J DEFGRID3
* xyz 0 6
Fe 0.107 -0.445 0.113
C -1.015 -4.661 0.446
Si -0.736 -2.790 0.710
C -1.948 -2.418 2.124
C 1.098 -2.793 1.247
C -1.108 -1.868 -0.868
Si -2.832 -1.891 -1.545
C -3.105 -3.516 -2.489
C -3.304 -0.556 -2.824
C -4.170 -1.762 -0.209
Si 0.275 -1.790 -2.104
C 0.681 -3.542 -2.753
C -0.044 -0.745 -3.655
C 2.023 -1.167 -1.594
C 3.139 -1.391 -2.394
C 4.375 -0.909 -1.998
C 4.475 -0.224 -0.795
C 3.330 -0.027 -0.045
N 2.139 -0.475 -0.446
H -0.841 -5.220 1.370
H -0.348 -5.061 -0.321
H -2.041 -4.860 0.128
H -1.559 -2.786 3.077
H -2.897 -2.922 1.944
H -2.141 -1.349 2.211
H 1.225 -3.544 2.029
H 1.471 -1.845 1.638
H 1.739 -3.078 0.410
H -2.490 -3.539 -3.393
H -4.149 -3.617 -2.796
H -2.845 -4.388 -1.885
H -3.661 -1.025 -3.744
H -2.457 0.075 -3.083
H -4.106 0.077 -2.442
H -4.259 -2.685 0.367
H -5.140 -1.571 -0.674
H -3.958 -0.946 0.483
H -0.231 -4.136 -2.814
H 1.376 -4.071 -2.095
H 1.126 -3.514 -3.752
H -0.906 -1.126 -4.206
H 0.819 -0.771 -4.323
H -0.236 0.294 -3.387
H 3.032 -1.940 -3.321
H 5.250 -1.067 -2.616
H 5.423 0.158 -0.444
H 3.341 0.496 0.904
N -2.705 1.606 0.378
C -2.102 1.666 -0.817
N -2.641 2.524 -1.741
O -1.083 1.009 -1.127
H -3.439 2.255 0.603
H -2.106 1.190 1.138
H -3.596 2.814 -1.618
H -2.365 2.344 -2.692
C 0.829 2.301 0.659
C 0.772 1.152 1.674
O 1.831 0.987 2.355
N -0.352 0.478 1.905
Te 0.287 -0.606 3.974
C -0.078 -1.693 5.886
C -1.222 -1.562 6.681
C -2.324 -0.607 6.307
C -1.364 -2.329 7.835
C -0.399 -3.248 8.215
C -0.556 -4.085 9.456
C 0.721 -3.394 7.405
C 0.892 -2.645 6.248
C 2.127 -2.899 5.414
C 0.117 1.284 4.937
C -0.996 2.118 4.805
C -2.247 1.754 4.047
C -0.989 3.361 5.439
C 0.081 3.791 6.201
C 0.081 5.139 6.869
C 1.171 2.938 6.338
C 1.211 1.700 5.716
C 2.428 0.834 5.885
H 1.674 2.935 0.917
H -0.090 2.885 0.687
H 0.966 1.925 -0.355
H -2.488 -0.630 5.229
H -2.060 0.415 6.588
H -3.255 -0.869 6.809
H -2.256 -2.208 8.441
H -1.509 -3.888 9.945
H 0.246 -3.875 10.166
H -0.508 -5.147 9.210
H 1.481 -4.117 7.685
H 2.827 -3.538 5.952
H 2.635 -1.970 5.157
H 1.864 -3.399 4.479
H -2.159 0.782 3.575
H -2.441 2.500 3.273
H -3.105 1.747 4.723
H -1.857 4.003 5.326
H -0.844 5.677 6.666
H 0.917 5.742 6.512
H 0.189 5.029 7.949
H 2.020 3.255 6.935
H 3.233 1.385 6.371
H 2.778 0.494 4.907
H 2.190 -0.040 6.496
*
```

Results
**Gap between HOMO and LUMO (alpha / beta)**: 7.474 / 6.387 eV
**HOMO (alpha / beta)**: -7.0 / -7.2 eV
**⟨S²⟩**: 8.779
**Energy above the lowest of the compared OMol25 structures with the same formula, charge and spin**: 0.00 kcal per mole


Record 3
Molecular formula: C35H57HgN4OSSi2
Method: DFT, ωB97M-V/def2-TZVPD

ORCA input file:
```
! wB97M-V def2-TZVPD RIJCOSX def2/J DEFGRID3
* xyz -2 2
Hg -0.054 -0.461 1.558
C 4.545 0.501 0.329
C 4.875 0.906 1.667
C 5.690 -0.135 2.224
C 5.790 -1.202 1.232
C 5.144 -0.763 0.045
C 4.991 -1.636 -1.154
C 6.471 -2.466 1.514
C 6.278 -0.097 3.594
C 4.623 2.285 2.206
C 3.862 1.351 -0.706
H 5.225 -1.072 -2.070
H 3.905 -1.972 -1.237
H 5.686 -2.479 -1.043
H 6.700 -3.032 0.583
H 5.810 -3.202 1.975
H 7.374 -2.293 2.046
H 5.996 -0.938 4.229
H 6.060 0.883 4.075
H 7.360 -0.196 3.476
H 3.862 2.320 2.952
H 4.348 3.014 1.452
H 5.547 2.613 2.742
H 3.389 0.719 -1.451
H 4.577 2.029 -1.277
H 3.037 1.920 -0.219
C 0.238 2.816 2.764
Si -1.542 2.282 3.073
C -2.658 2.732 1.614
C -2.104 3.144 4.668
N -1.501 0.490 3.044
C -2.138 -0.446 3.715
C -3.410 -0.158 4.355
C -4.133 -1.154 5.035
C -3.434 -2.356 5.390
C -2.198 -2.635 4.889
C -1.554 -1.797 3.903
N -0.643 -2.173 3.007
Si 0.369 -3.604 3.045
C 1.383 -3.555 1.453
C -0.671 -5.181 2.727
C 1.431 -3.644 4.574
H 0.443 3.928 2.819
H 0.427 2.585 1.714
H 0.873 2.256 3.431
H -3.214 3.672 1.826
H -3.390 1.893 1.577
H -2.080 2.829 0.656
H -1.365 3.891 4.947
H -2.244 2.432 5.558
H -3.110 3.697 4.642
H -3.851 0.840 4.220
H -5.088 -0.901 5.444
H -3.911 -3.106 6.002
H -1.695 -3.595 5.078
H 0.749 -3.154 0.601
H 1.839 -4.471 1.144
H 2.220 -2.797 1.506
H -0.809 -5.471 1.676
H -1.683 -5.131 3.200
H -0.098 -5.978 3.248
H 1.447 -4.674 5.090
H 1.230 -2.913 5.358
H 2.499 -3.517 4.360
C -2.197 -2.282 -0.722
C -1.426 -1.338 -1.602
O -0.486 -0.684 -1.041
C -1.914 -1.102 -2.954
C -2.642 -2.014 -3.691
C -3.131 -1.709 -5.006
C -2.986 -0.483 -5.578
C -2.034 0.511 -5.028
C -1.622 0.326 -3.533
H -2.707 -1.720 0.106
H -1.581 -3.016 -0.259
H -2.908 -2.793 -1.373
H -2.709 -3.059 -3.307
H -3.823 -2.426 -5.499
H -3.697 -0.151 -6.340
H -1.071 0.327 -5.548
H -0.537 0.456 -3.393
C -0.162 3.070 -5.160
N -1.374 2.792 -5.799
C -1.663 3.119 -7.187
C -2.334 1.973 -5.222
S -2.247 1.771 -2.565
N -3.546 2.543 -5.042
C -4.644 1.740 -4.513
C -3.626 3.988 -4.808
H 0.297 4.000 -5.450
H 0.517 2.231 -5.289
H -0.353 3.019 -4.050
H -0.900 2.605 -7.826
H -1.607 4.208 -7.389
H -2.695 2.801 -7.504
H -5.280 1.496 -5.403
H -5.211 2.320 -3.816
H -4.330 0.767 -4.086
H -3.281 4.660 -5.639
H -3.092 4.189 -3.895
H -4.714 4.195 -4.683
*
```

Results
**Gap between HOMO and LUMO (alpha / beta)**: 3.970 / 3.998 eV
**HOMO (alpha / beta)**: -0.4 / -0.4 eV
**⟨S²⟩**: 0.781
**Energy above the lowest of the compared OMol25 structures with the same formula, charge and spin**: 32.97 kcal per mole


Record 4
Molecular formula: C35H57O3PPdSi2
Method: DFT, ωB97M-V/def2-TZVPD

ORCA input file:
```
! wB97M-V def2-TZVPD RIJCOSX def2/J DEFGRID3
* xyz 0 3
O 3.014 -0.119 -2.093
O 1.605 -1.854 -6.411
C 4.049 0.787 -2.442
C 5.034 0.879 -1.298
H 3.673 1.796 -2.681
H 4.515 0.389 -3.341
H 4.550 1.162 -0.360
H 5.800 1.630 -1.523
H 5.524 -0.093 -1.172
C 3.271 -1.527 -2.351
C 4.140 -1.767 -3.574
H 2.303 -2.055 -2.421
H 3.748 -1.889 -1.445
H 3.663 -1.400 -4.493
H 4.354 -2.858 -3.739
H 5.138 -1.280 -3.447
C 0.576 -2.485 -5.621
C 1.316 -0.498 -6.777
C 0.905 -3.958 -5.389
H -0.364 -2.436 -6.190
H 0.406 -1.977 -4.648
H 1.226 -4.409 -6.339
H 0.026 -4.512 -5.038
H 1.690 -4.089 -4.642
C 2.137 -0.074 -7.993
H 1.519 0.228 -5.956
H 0.243 -0.442 -7.023
H 3.211 -0.119 -7.801
H 1.899 0.954 -8.288
H 1.894 -0.727 -8.842
H 1.662 0.526 -1.977
Pd 0.853 0.179 -0.606
C 0.860 1.305 -2.579
Si -0.871 2.078 -2.985
H 1.501 2.222 -2.636
H 0.971 0.866 -3.625
C -0.344 3.180 -4.417
C -1.763 3.201 -1.797
C -2.092 0.798 -3.593
C 1.936 -0.888 0.775
Si 1.588 -2.793 0.812
H 1.725 -0.256 1.685
H 3.043 -0.810 0.559
C 3.297 -3.613 0.619
C 0.417 -3.403 -0.546
C 0.930 -3.320 2.484
H -1.638 -0.107 -4.034
H -2.680 1.314 -4.370
H -2.781 0.495 -2.790
H 0.483 3.822 -4.080
H -1.179 3.822 -4.718
H -0.005 2.600 -5.287
H -1.084 3.662 -1.063
H -2.555 2.661 -1.264
H -2.231 4.005 -2.392
H 0.733 -4.382 -0.949
H 0.404 -2.683 -1.379
H -0.620 -3.512 -0.191
H 1.466 -4.259 2.705
H -0.154 -3.498 2.520
H 1.187 -2.573 3.249
H 3.325 -4.585 1.142
H 4.040 -2.939 1.091
H 3.612 -3.783 -0.423
O -1.555 1.298 0.592
C -0.359 1.178 0.773
C 0.330 1.769 1.974
C 1.108 2.909 1.770
C 1.920 3.377 2.798
C 1.965 2.692 4.022
C 1.169 1.569 4.226
C 0.284 1.115 3.224
P -0.560 -0.505 3.536
C -1.449 0.067 4.995
C -1.194 -0.491 6.259
C -1.872 0.005 7.372
C -2.798 1.047 7.228
C -3.069 1.585 5.957
C -2.391 1.096 4.835
C -2.001 -1.185 2.568
C -3.066 -1.797 3.251
C -4.053 -2.515 2.573
C -3.981 -2.669 1.176
C -2.905 -2.106 0.484
C -1.908 -1.440 1.185
H 1.104 3.391 0.790
H 2.552 4.252 2.644
H 2.662 3.023 4.791
H 1.274 1.002 5.154
H -0.459 -1.297 6.341
H -1.661 -0.419 8.359
H -3.305 1.456 8.105
H -3.792 2.392 5.831
H -2.564 1.507 3.838
H -3.119 -1.718 4.343
H -4.891 -2.958 3.110
H -4.750 -3.215 0.631
H -2.843 -2.190 -0.605
H -1.017 -1.133 0.629
*
```

Results
**Gap between HOMO and LUMO (alpha / beta)**: 6.674 / 6.264 eV
**HOMO (alpha / beta)**: -6.1 / -7.6 eV
**⟨S²⟩**: 2.007
**Energy above the lowest of the compared OMol25 structures with the same formula, charge and spin**: 0.00 kcal per mole